Entry from the Open Molecules 2025 dataset: C10H15ClN2 in the gas phase in a non-equilibrium geometry (wB97M-V/def2-TZVPD).

Output
HOMO	-0.327	Ha
Kohn-Sham gap	9.606	eV
total energy	-959.59130	Ha
SMILES string	CCN(C)CCc1ccc(Cl)nc1
relative energy (zero: lowest compared OMol25 entry of this formula, charge and spin)	77.67	kcal/mol

```
! wB97M-V def2-TZVPD RIJCOSX def2/J DEFGRID3
* xyz 0 1
C -1.18925 2.26383 2.33311
C -1.25676 1.48468 0.90286
N -0.08203 1.23343 0.12158
C 0.60391 2.55677 -0.04771
C 0.92051 0.31612 0.74723
C 0.41126 -1.16608 0.88493
C 0.44594 -1.79046 -0.44997
C -0.61139 -1.55757 -1.30373
C -0.77706 -2.10436 -2.51297
C 0.30846 -2.98703 -2.70652
Cl 0.21297 -3.55812 -4.38167
N 1.14848 -3.43650 -1.95382
C 1.29037 -2.77648 -0.77042
H -0.71993 3.16310 1.92322
H -2.05856 2.25017 3.06225
H -0.17049 1.63433 2.79490
H -1.79073 2.24257 0.26418
H -1.77480 0.57360 1.05082
H 1.48072 2.20402 -0.71036
H -0.10922 3.27842 -0.49466
H 0.76942 3.24477 0.87711
H 1.20239 0.74516 1.76651
H 1.95453 0.55349 0.17912
H 1.03218 -1.77808 1.60324
H -0.62315 -1.31016 1.23559
H -1.22605 -0.51554 -1.08910
H -1.60406 -1.89560 -3.27302
H 2.21235 -2.86848 -0.05270
*
```